C2H4P2S3 as an isolated structure at a distorted geometry, computed with ωB97M-V with the def2-TZVPD basis set.

The net charge is 0. The LUMO energy comes out at -0.45 eV.

Each line ends with the Löwdin charge.
Geometry (Å):
C 0.2715 -0.2444 -1.5133  -0.609
C -0.5335 0.3521 0.8381  -1.170
P -0.0138 -1.3818 0.0462  0.495
P 0.4249 1.3427 -0.5011  0.513
S 1.8973 -1.2204 0.7496  0.074
S 2.3433 0.8310 0.2716  0.085
S -2.2937 0.7320 1.0660  0.532
H 1.1731 -0.5186 -1.9504  -0.019
H -0.6217 -0.1944 -2.1640  0.039
H 0.0854 0.8315 2.5137  0.190
H -2.7327 -0.5297 0.6436  -0.129



One molecule with the formula C2H4S, computed with ωB97M-V with the def2-TZVPD basis set.

The net charge is 0. The LUMO energy comes out at 1.12 eV. As for the structure (SMILES): C1CS1.

Each line ends with the Löwdin charge.
Geometry (Å):
C -0.0817 0.7400 0.0000  -0.498
C -0.0817 -0.7400 0.0000  -0.498
S 1.5585 0.0000 0.0000  0.743
H -0.3488 1.2598 -0.9100  0.063
H -0.3488 1.2598 0.9100  0.063
H -0.3488 -1.2598 0.9100  0.063
H -0.3488 -1.2598 -0.9100  0.063



One molecule with the formula C2H4S3 at a distorted geometry, computed with ωB97M-V with the def2-TZVPD basis set.

The net charge is 0. The LUMO energy comes out at -0.95 eV.

Each line ends with the Löwdin charge.
Geometry (Å):
C -1.3550 0.5220 0.2374  -1.249
C -0.1409 -0.3949 0.3776  -0.207
S -2.8436 -0.0003 1.0254  0.333
S -3.0989 -0.7960 -0.8758  0.118
S -1.1916 2.0545 -0.4090  0.810
H 0.2952 -0.3045 1.3495  0.067
H 0.6107 -0.0599 -0.3596  0.066
H -0.3477 -1.5136 0.3853  0.103
H 0.2255 1.9658 -0.2889  -0.041



One molecule with the formula C2H4S3 at a distorted geometry, computed with ωB97M-V with the def2-TZVPD basis set.

The net charge is 0. The LUMO energy comes out at -0.30 eV. As for the structure (SMILES): CSC(=S)S.

Each line ends with the Löwdin charge.
Geometry (Å):
C 0.6995 0.6172 -0.0269  -0.330
C -2.4552 0.1403 -0.0010  -1.542
S -0.7395 -0.6285 -0.0004  0.696
S -3.6314 -1.1604 0.0012  0.706
S -2.6278 1.7563 0.0533  0.587
H 0.9715 1.0102 -1.0016  0.040
H 1.5368 -0.0567 0.0301  0.019
H -2.8208 -2.0775 -0.4957  -0.159
H 0.5736 1.2878 0.7231  -0.016



One molecule with the formula C2H4S3 at a distorted geometry, computed with ωB97M-V with the def2-TZVPD basis set.

The net charge is 0. The LUMO energy comes out at -0.57 eV.

Each line ends with the Löwdin charge.
Geometry (Å):
C 0.4048 0.5891 0.0263  -1.147
C -0.5258 -0.5734 0.0909  -0.246
S 2.0267 0.4463 0.1434  0.452
S 2.2231 -1.4610 0.1028  0.088
S -0.3915 2.1020 0.0419  0.833
H -0.2783 -1.4395 0.7292  0.054
H -0.4627 -1.0082 -0.9561  0.113
H -1.5197 -0.2858 0.1736  0.029
H -1.4766 1.6306 -0.3521  -0.176



C2H4S3 as an isolated structure at a distorted geometry, computed with ωB97M-V with the def2-TZVPD basis set.

The net charge is 0. The LUMO energy (alpha / beta) comes out at -2.19 / -1.89 eV.

Each line ends with the Löwdin charge.
Geometry (Å):
C 0.0657 0.5074 -0.5441  -0.660
C -0.6232 -0.5734 -0.9287  -0.588
S 1.7712 0.4202 -0.0384  0.516
S 3.5281 -0.7988 1.4973  0.256
S -2.2074 -0.3160 -1.6088  0.781
H -0.5248 1.4405 -0.4309  0.053
H -0.2094 -1.5240 -0.8435  0.046
H 3.1681 -2.0554 1.6857  -0.298
H -2.4138 0.9667 -1.2083  -0.106



Relative energy (zero: lowest compared OMol25 entry of this formula, charge and spin) per entry: 64.64 0.00 40.87 19.68 26.05 66.51 kcal/mol
Electronic energy per entry: -53219.1623 -12973.3314 -34642.4537 -34643.3725 -34643.0964 -34641.3420 eV